Entry 1:
13
Properties=species:S:1:pos:R:3:forces:R:3 method="wB97M-V/def2-TZVPD" energy_ha=-286.54758 largest_force_ev_per_a=0.50 e_homo_ev=-9.61 smiles="CN1C[C@H]1C=O" relative_energy_ev=2.288
C 0.1489 -1.7598 -0.2303 -0.058 -0.186 -0.048
N 0.5579 -0.4179 0.1650 0.077 -0.038 0.002
C -0.2143 0.2471 1.1788 -0.049 0.042 0.235
C -0.3148 0.6723 -0.2488 -0.125 0.100 -0.190
C 0.3775 1.8990 -0.7307 -0.165 0.180 -0.189
O -0.0810 2.6414 -1.5657 0.207 -0.269 0.364
H 0.1350 -2.4159 0.6447 0.071 0.081 -0.097
H 0.8730 -2.1583 -0.9460 -0.127 0.065 0.065
H -0.8469 -1.7845 -0.6968 0.092 0.012 0.130
H -1.0868 -0.2583 1.5940 0.104 0.064 -0.114
H 0.3571 0.8408 1.8913 -0.114 -0.082 -0.138
H -1.2393 0.4264 -0.7735 0.181 0.038 0.059
H 1.3680 2.0801 -0.2606 -0.095 -0.007 -0.078

Entry 2:
13
Properties=species:S:1:pos:R:3:forces:R:3 method="wB97M-V/def2-TZVPD" energy_ha=-286.53520 largest_force_ev_per_a=0.54 e_homo_ev=-9.21 smiles="O=CCN1CC1" relative_energy_ev=2.624
O -2.5614 -0.9089 0.3637 0.480 0.038 0.022
C -1.3656 -0.7896 0.4805 -0.254 0.006 0.201
C -0.6893 0.5197 0.8620 -0.199 -0.004 0.139
N 0.5290 0.8746 0.1543 -0.121 0.096 0.100
C 0.5812 0.3981 -1.2092 -0.179 -0.050 -0.304
C 1.5265 -0.1242 -0.1827 0.132 -0.202 0.000
H -0.7001 -1.6723 0.3607 -0.127 0.073 -0.015
H -0.4833 0.4662 1.9392 0.000 0.030 -0.081
H -1.4090 1.3273 0.6932 0.028 -0.151 0.118
H 0.8635 1.0987 -1.9898 0.119 -0.064 0.180
H -0.2553 -0.2595 -1.4769 0.472 0.107 -0.230
H 1.4123 -1.1668 0.1073 -0.112 0.165 0.095
H 2.5514 0.2366 -0.1023 -0.237 -0.043 -0.225

Entry 3:
13
Properties=species:S:1:pos:R:3:forces:R:3 method="wB97M-V/def2-TZVPD" energy_ha=-286.59212 largest_force_ev_per_a=1.11 e_homo_ev=-10.95 smiles=C[C@H](C#N)CO relative_energy_ev=1.075
C 1.0459 -0.7452 -0.5642 0.014 -0.037 -0.069
C 0.3616 0.1709 0.4562 0.036 0.050 -0.020
C -1.0253 0.6546 -0.0189 -0.074 -0.117 0.290
O -0.9368 1.3616 -1.2339 -0.045 -0.089 -0.199
C 0.1872 -0.4977 1.7536 -0.188 -0.414 0.854
N -0.0199 -1.0276 2.7611 0.248 0.492 -0.962
H 2.1112 -0.8570 -0.3481 -0.160 -0.022 0.030
H 0.5910 -1.7406 -0.5779 0.018 0.154 0.002
H 0.9550 -0.2976 -1.5582 0.076 -0.069 0.135
H 0.9839 1.0596 0.6162 -0.093 -0.104 -0.014
H -1.4363 1.3425 0.7259 0.043 -0.112 -0.081
H -1.7058 -0.2053 -0.0919 0.095 0.125 -0.013
H -1.0467 0.7401 -1.9614 0.029 0.144 0.048

Entry 4:
13
Properties=species:S:1:pos:R:3:forces:R:3 method="wB97M-V/def2-TZVPD" energy_ha=-286.54346 largest_force_ev_per_a=2.98 e_homo_ev=-9.85 smiles="C[C@H]1CN=CO1" relative_energy_ev=2.400
C 1.5157 0.6469 0.0961 -0.246 -0.195 0.090
C 0.3571 0.0175 -0.6997 -0.836 -1.688 1.502
C -0.4626 -1.1946 0.1754 0.954 0.937 -0.770
N -1.5838 -0.4893 0.7137 -0.567 0.277 0.338
C -1.7784 0.6282 0.2156 1.491 -0.323 -1.478
O -0.6813 0.9640 -0.9393 -2.058 -0.473 2.108
H 2.2488 1.2371 -0.4777 -0.520 -0.288 -0.150
H 1.0892 1.3211 0.8462 0.091 -0.182 0.027
H 2.0675 -0.1510 0.6033 0.010 0.137 0.009
H 0.7175 -0.5084 -1.6001 -0.416 0.705 -0.001
H -0.8670 -1.9920 -0.4816 0.398 0.457 0.126
H 0.0596 -1.6992 1.0128 0.203 0.482 -0.632
H -2.6821 1.2196 0.5352 1.495 0.153 -1.170

Entry 5:
13
Properties=species:S:1:pos:R:3:forces:R:3 method="wB97M-V/def2-TZVPD" energy_ha=-286.51953 largest_force_ev_per_a=0.61 e_homo_ev=-8.81 smiles="O=CCN1CC1" relative_energy_ev=3.051
O 0.4016 2.1498 -2.3336 -0.204 -0.504 0.284
C -0.0216 1.3002 -1.5889 0.115 0.459 -0.224
C 0.5951 0.9990 -0.2357 0.153 0.155 -0.028
N -0.0924 -0.0870 0.3569 -0.441 0.215 -0.038
C -0.3945 -1.4473 0.1651 -0.112 -0.274 -0.193
C -0.1919 -0.8409 1.5382 -0.061 -0.026 0.283
H -0.9350 0.7060 -1.8211 0.184 0.125 -0.050
H 0.3768 1.8787 0.3819 0.213 0.046 -0.067
H 1.6882 0.9435 -0.3527 -0.018 -0.193 0.036
H 0.3513 -2.1704 -0.1764 0.071 0.220 0.065
H -1.4027 -1.6487 -0.1915 0.049 -0.187 0.092
H -1.0526 -0.5903 2.1545 0.016 -0.278 0.100
H 0.6778 -1.1925 2.1033 0.033 0.242 -0.261

Entry 6:
13
Properties=species:S:1:pos:R:3:forces:R:3 method="wB97M-V/def2-TZVPD" energy_ha=-286.52463 largest_force_ev_per_a=4.27 e_homo_ev=-9.38 relative_energy_ev=2.912
C 0.8902 1.3117 0.0038 -0.130 -0.153 -0.067
C 0.3551 -0.0997 -0.0300 1.447 -0.745 1.172
C 0.9078 -1.0640 -0.7857 -0.454 0.117 -0.303
N -0.3200 -0.5093 1.1571 -0.802 0.686 0.098
C -1.5765 -0.7083 1.0567 0.498 0.083 0.505
O -2.2421 -0.6816 -0.0715 3.238 0.985 -2.602
H 0.0913 2.0261 0.1599 -0.234 0.137 0.039
H 1.4145 1.5808 -0.9072 0.010 -0.104 -0.181
H 1.5827 1.4230 0.8351 -0.010 -0.089 0.155
H -1.2061 -0.4105 -0.7800 -3.538 -0.968 1.792
H 0.5379 -2.0806 -0.7907 0.087 -0.040 0.383
H 1.8096 -0.8767 -1.3281 0.076 0.277 -0.861
H -2.1412 -0.8939 1.9652 -0.189 -0.187 -0.129

Entry 7:
13
Properties=species:S:1:pos:R:3:forces:R:3 method="wB97M-V/def2-TZVPD" energy_ha=-286.43151 largest_force_ev_per_a=0.60 e_homo_ev=-7.85 relative_energy_ev=5.446
O 2.3669 0.8757 -1.9002 -0.250 -0.037 0.107
C 1.2716 0.5656 -1.4506 0.022 -0.093 0.011
C 1.0111 -0.4711 -0.5091 0.464 0.375 0.096
N -0.4031 -0.5753 0.0204 0.075 -0.195 -0.235
C -1.2179 0.5467 0.4525 -0.110 0.162 -0.094
C -0.7360 -0.4764 1.4233 0.060 -0.107 0.181
H 0.3475 1.0841 -1.8176 0.149 -0.059 -0.001
H 1.7593 -0.8571 0.1740 -0.086 0.032 -0.103
H -0.1092 -1.2951 -0.8148 -0.385 -0.051 0.075
H -2.2544 0.5302 0.1287 0.188 0.021 0.069
H -0.7127 1.5093 0.4241 -0.087 -0.160 0.034
H 0.1027 -0.2126 2.0647 -0.167 -0.036 -0.081
H -1.4259 -1.2239 1.8045 0.127 0.150 -0.059

Entry 8:
13
Properties=species:S:1:pos:R:3:forces:R:3 method="wB97M-V/def2-TZVPD" energy_ha=-286.59426 largest_force_ev_per_a=1.02 e_homo_ev=-10.78 smiles=N#CCCCO relative_energy_ev=1.017
O -0.1966 1.2094 1.5806 -0.166 0.165 0.159
C -0.4298 1.1446 0.1838 -0.039 -0.038 -0.437
C 0.6657 0.2872 -0.4271 0.067 0.087 -0.049
C 0.5351 -1.1958 -0.0509 0.053 -0.037 0.064
C -0.5842 -1.8363 -0.7524 -0.675 -0.346 -0.421
N -1.4628 -2.3141 -1.3327 0.762 0.430 0.531
H -0.8248 1.8354 1.9605 0.120 -0.178 0.021
H -0.3983 2.1458 -0.2695 0.001 -0.139 0.099
H -1.4165 0.7045 -0.0339 0.149 0.093 0.042
H 1.6301 0.6644 -0.0684 -0.131 -0.095 -0.039
H 0.6554 0.3942 -1.5168 -0.027 -0.015 0.138
H 0.3793 -1.2927 1.0282 0.008 -0.009 -0.126
H 1.4473 -1.7466 -0.3015 -0.120 0.082 0.018

Entry 9:
13
Properties=species:S:1:pos:R:3:forces:R:3 method="wB97M-V/def2-TZVPD" energy_ha=-286.48662 largest_force_ev_per_a=2.78 e_homo_ev=-8.23 relative_energy_ev=3.946
C 1.7522 0.4966 -0.4545 0.174 -0.068 -0.031
N 0.3197 0.6589 -0.6702 -0.212 0.204 -0.420
C -0.4594 1.0766 0.5030 0.177 0.175 0.797
C -0.5046 -0.2792 -0.0116 -0.157 0.698 -0.655
C -1.2761 -1.2903 -0.3401 0.641 -0.600 -1.488
O -2.0230 -1.9621 0.5415 0.349 1.860 2.041
H 2.2483 1.4629 -0.5851 -0.102 -0.115 0.047
H 2.1425 -0.1890 -1.2094 -0.027 0.041 0.080
H 1.9959 0.0940 0.5401 -0.056 0.039 -0.067
H 0.0491 1.2251 1.4418 0.329 0.340 0.138
H -1.2637 1.7778 0.2837 0.041 -0.248 0.120
H -1.6690 -1.3633 1.2674 -1.589 -1.726 0.533
H -1.3119 -1.7079 -1.3066 0.432 -0.601 -1.097

Entry 10:
13
Properties=species:S:1:pos:R:3:forces:R:3 method="wB97M-V/def2-TZVPD" energy_ha=-286.44851 largest_force_ev_per_a=0.34 e_homo_ev="-7.04 / -7.37" relative_energy_ev=4.983
C 0.4646 1.0525 1.3048 0.047 0.017 0.043
N -0.2172 0.3288 0.2275 0.221 0.119 -0.055
C -1.5236 0.1858 0.2538 -0.251 -0.057 -0.084
C 0.5373 -1.2821 -1.5309 -0.158 -0.163 -0.257
C 0.5714 0.0025 -0.8616 -0.190 -0.122 0.042
O 1.6623 -0.8741 -0.7188 0.111 0.116 0.136
H 1.1206 0.3459 1.8205 -0.075 0.097 -0.068
H 1.0629 1.8597 0.8814 -0.080 -0.109 0.044
H -0.2750 1.4437 2.0054 0.102 -0.071 -0.123
H -2.1355 0.8838 0.8120 0.128 -0.180 0.095
H -1.9672 -0.4940 -0.4629 0.023 0.191 0.026
H -0.0023 -2.1400 -1.1230 0.010 0.217 0.001
H 0.7017 -1.3125 -2.6080 0.111 -0.054 0.201

Entry 11:
13
Properties=species:S:1:pos:R:3:forces:R:3 method="wB97M-V/def2-TZVPD" energy_ha=-286.57361 largest_force_ev_per_a=1.11 e_homo_ev=-10.38 smiles=COCCC#N relative_energy_ev=1.579
C 2.1118 0.3813 -0.3782 0.232 0.144 -0.147
O 1.0926 -0.3762 0.2382 -0.094 -0.124 -0.012
C -0.1639 0.2428 0.2652 -0.265 0.133 -0.041
C -1.2407 -0.8480 0.3290 0.027 -0.023 0.007
C -2.5413 -0.2330 0.0502 -0.868 0.439 -0.188
N -3.5250 0.3217 -0.1991 0.906 -0.578 0.271
H 1.6944 1.1238 -1.0742 0.088 -0.167 0.109
H 2.7346 0.9073 0.3582 -0.159 -0.083 -0.065
H 2.7382 -0.3136 -0.9447 -0.010 0.136 0.112
H -0.2814 0.9208 1.1268 0.111 -0.090 -0.168
H -0.3254 0.8310 -0.6522 0.055 -0.081 0.184
H -1.2630 -1.3434 1.3058 0.023 0.129 -0.152
H -1.0309 -1.6147 -0.4252 -0.047 0.165 0.088

Entry 12:
13
Properties=species:S:1:pos:R:3:forces:R:3 method="wB97M-V/def2-TZVPD" energy_ha=-286.58890 largest_force_ev_per_a=0.52 e_homo_ev=-9.46 smiles="C1=NCCCO1" relative_energy_ev=1.163
C 0.5364 -0.7142 0.5088 -0.023 -0.018 0.037
C -0.8120 -0.9907 -0.1309 0.096 -0.136 -0.007
O -1.6301 0.1864 -0.0524 0.099 0.199 0.074
C -0.9670 1.3656 -0.1542 0.229 0.160 0.110
N 0.2622 1.5851 -0.3368 -0.275 -0.042 0.228
C 1.1762 0.4636 -0.2227 0.204 -0.212 0.029
H 0.3665 -0.4507 1.5603 0.090 -0.027 -0.120
H 1.1708 -1.6045 0.4846 -0.071 0.071 -0.039
H -0.6915 -1.2862 -1.1824 -0.064 0.149 0.124
H -1.3745 -1.7747 0.3830 0.097 0.131 -0.069
H -1.6143 2.2179 0.0214 -0.359 -0.154 -0.345
H 2.0375 0.8449 0.3325 0.044 -0.180 -0.096
H 1.5397 0.1575 -1.2114 -0.066 0.059 0.074